Record 1
C3H3N3O | wB97M-V/def2-TZVPD

## Properties
lowest unoccupied orbital energy = -0.0398 Eh
HOMO = -10.39 eV
relative energy (zero: lowest compared OMol25 entry of this formula, charge and spin) = 86.71 kJ/mol
energy = -9676.5556 eV

Last column: Mulliken charge in e.
CARTESIAN COORDINATES (ANGSTROEM)
H -1.21794 -2.64415 0.66207  0.250
N -1.30283 -1.99294 -0.16964  -0.630
C -0.53433 -0.98052 0.04136  0.556
C 0.63215 -0.77164 0.95889  0.078
N 1.22084 0.33851 0.58867  -0.498
C 0.33857 1.04962 -0.28896  0.349
O 0.51824 2.22855 -0.53631  -0.526
N -0.63428 0.23107 -0.61044  -0.041
H 0.89291 -1.51869 1.80031  0.287
H -1.42536 0.51324 -1.09971  0.174

***

Record 2
H80O40 | wB97M-V/def2-TZVPD

## Properties
lowest unoccupied orbital energy = -0.0210 Eh
HOMO = -10.26 eV
relative energy (zero: lowest compared OMol25 entry of this formula, charge and spin) = 1088.01 kJ/mol
energy = -83194.5390 eV

Last column: Mulliken charge in e.
CARTESIAN COORDINATES (ANGSTROEM)
H -1.44492 -3.45693 1.44706  0.395
H -1.35461 -4.40011 0.07789  0.188
O -1.24196 -3.52080 0.42335  -0.418
H 2.75292 1.19310 3.70438  0.262
H 2.47751 2.30263 2.59210  0.412
O 2.55178 1.36978 2.78286  -0.627
H 1.49872 1.95797 -1.99680  0.218
H 0.44187 2.75489 -1.58356  0.007
O 1.33325 2.89275 -1.90392  -0.529
H 1.91319 -3.02839 -3.38599  0.284
H 2.31055 -4.13506 -2.46731  0.343
O 2.67482 -3.33263 -2.93579  -0.545
H 5.00501 3.02201 1.68445  0.285
H 5.23752 4.42991 1.01895  0.270
O 5.08258 3.53703 0.90819  -0.606
H -0.64605 0.83446 4.15998  0.220
O -0.71315 1.75420 3.75350  -0.816
H -4.74728 -2.86146 -3.52769  0.284
O -4.66883 -3.50111 -2.80146  -0.556
H -2.05219 2.59759 4.34177  0.243
H -3.46285 2.29418 4.90844  0.267
O -3.00071 2.55044 4.11035  -0.501
H -4.84652 1.25548 -0.94665  0.195
H -5.64224 1.34286 -2.23658  0.287
O -5.11242 1.87939 -1.65573  -0.624
H -2.40278 -1.64848 -3.99830  0.265
H -1.93302 -0.35635 -3.18354  0.211
O -1.77750 -0.90821 -3.94067  -0.640
H 0.45038 -1.93099 0.50003  0.122
H 1.09357 -0.78911 1.51096  0.454
O 0.62304 -1.66697 1.43977  -0.526
H -2.30713 1.93833 -4.36845  0.271
O -1.92213 2.60573 -3.77026  -0.611
H -0.25889 4.04058 0.98496  0.416
H 0.04525 4.00843 -0.33236  0.007
O 0.42911 4.60403 0.36697  -0.750
H 4.62040 -2.38881 1.87023  0.246
H 5.07326 -3.91413 1.70967  0.302
O 4.63642 -3.23654 2.32757  -0.608
H 1.80574 0.07866 -0.27859  -0.044
H 2.37367 0.30417 1.10390  -0.701
O 1.66532 0.53881 0.51769  0.763
H -1.59343 4.13445 -1.83263  0.221
H -2.43344 4.85580 -2.75753  0.402
O -1.45184 4.81726 -2.48321  -0.643
H -1.78965 -3.99588 3.55485  0.356
H -1.52883 -2.73883 3.29272  0.251
O -2.21878 -3.34021 3.01717  -0.671
H -3.31576 -1.24287 4.01172  0.276
H -2.93130 0.17662 3.43996  0.540
O -2.87415 -0.43031 4.25006  -0.675
H -0.45927 1.62416 1.03877  -0.183
O -0.16408 2.39155 1.48566  0.388
H -2.40816 -5.19471 -1.50882  0.296
H -2.21350 -5.55547 -2.88194  0.341
O -1.63101 -5.59165 -2.06021  -0.679
H 1.48711 -3.11344 1.25302  0.405
O 2.04996 -3.93489 1.24801  -0.394
H 2.46166 5.72575 -0.37919  0.298
H 2.09790 5.67112 -1.88188  0.274
O 2.57470 6.15980 -1.24704  -0.619
H -3.60880 4.50392 1.56919  0.276
H -4.43010 3.27569 2.37439  0.247
O -4.01124 3.63849 1.55714  -0.565
H -2.92631 1.87093 1.72219  0.157
H -1.81590 1.33749 2.39269  0.217
O -2.57322 1.00257 1.91512  -0.344
H 4.37978 0.90179 -2.43921  0.211
H 5.58522 1.27250 -3.16995  0.348
O 5.32966 0.75678 -2.33930  -0.617
H -0.67082 1.60407 -6.62510  0.331
H -0.20253 2.35767 -5.39856  0.291
O -0.66288 2.49532 -6.25033  -0.645
H 3.77458 -0.64602 1.39940  0.591
H 3.63211 0.53731 2.00401  0.254
O 4.23804 -0.24945 2.18217  -0.867
H -4.54682 4.58437 -0.93166  0.250
H -4.18332 3.45090 -1.83225  0.335
O -3.80253 4.17169 -1.30632  -0.647
H -5.46302 -1.78550 -0.27283  0.328
H -4.01336 -1.75315 -0.23416  0.155
O -4.71706 -1.12800 -0.41706  -0.475
H 1.59730 3.81333 1.16465  0.512
H 3.11417 4.04900 1.36251  0.324
O 2.35099 3.73779 1.80008  -0.727
H -1.98116 -3.88169 -3.25118  0.330
H -0.83444 -3.85092 -4.20139  0.311
O -1.80843 -3.86321 -4.18553  -0.619
H 3.51745 -1.25615 3.65582  0.367
O 3.23311 -1.99742 4.17022  -0.563
H -1.81430 -1.25096 -0.04790  -0.079
H -1.32558 -0.15887 -0.94822  0.079
O -1.61350 -1.06353 -0.92214  0.158
H 0.37145 2.21438 2.26657  -0.091
H -0.07082 2.34639 4.16642  0.357
H 2.51117 -4.02142 2.06465  0.256
H -5.09581 -2.85122 -2.20475  0.283
H -1.38427 3.12909 -4.29965  0.309
H 3.90358 -2.60850 4.17186  0.263
O 0.16885 -3.01239 5.69115  -0.650
H 0.49170 -3.23454 4.76879  0.313
H 0.75251 -2.21521 5.82463  0.325
O 3.15015 -5.41613 -0.65657  -0.603
H 2.65187 -5.44190 0.30902  0.336
H 3.08614 -6.38559 -0.80836  0.288
O -4.94587 -4.13947 0.52516  -0.631
H -5.05960 -4.18539 1.49554  0.324
H -4.01039 -3.91066 0.40961  0.284
O -1.96614 1.36192 -1.43302  0.439
H -2.18393 1.89914 -0.70528  -0.100
H -2.02387 1.78168 -2.29742  0.015
O 4.73454 -3.45323 -1.39356  -0.551
H 4.84922 -2.56083 -1.23454  0.309
H 3.83339 -3.83238 -1.37971  0.076
O 3.66383 3.52789 -2.40413  -0.546
H 4.10023 2.71936 -2.28007  0.197
H 2.70287 3.27565 -2.45076  0.539
O 2.76653 -1.67326 -0.68482  -0.104
H 3.29086 -1.73254 -1.47891  0.067
H 2.35119 -2.49707 -0.46683  0.071

***

Record 3
C5H8S | wB97M-V/def2-TZVPD

## Properties
lowest unoccupied orbital energy = 0.0383 Eh
HOMO = -8.87 eV
relative energy (zero: lowest compared OMol25 entry of this formula, charge and spin) = 66.09 kJ/mol
energy = -16148.9524 eV

Last column: Mulliken charge in e.
CARTESIAN COORDINATES (ANGSTROEM)
S 1.93955 -0.01360 -0.16225  -0.289
C 0.29010 -0.08270 0.64458  0.076
C -0.47932 1.25210 0.16436  -0.866
C -1.81598 0.69638 -0.22806  -0.229
C -1.83556 -0.61835 -0.23401  -0.421
C -0.56230 -1.24697 0.13531  -0.690
H 1.67676 0.12976 -1.47672  0.114
H 0.44598 0.02682 1.72050  0.378
H 0.09735 1.73994 -0.59886  0.316
H -0.60830 1.94503 0.95898  0.292
H -2.67497 1.32140 -0.52048  0.372
H -2.66137 -1.24759 -0.50314  0.423
H -0.12787 -1.70862 -0.80016  0.252
H -0.76192 -1.99185 0.92276  0.271

***

Record 4
C4H8O11RbS2 | wB97M-V/def2-TZVPD

## Properties
lowest unoccupied orbital energy = 0.1714 Eh
HOMO = 1.71 eV
energy = -49121.4132 eV
net charge = -3

Last column: Mulliken charge in e.
CARTESIAN COORDINATES (ANGSTROEM)
Rb -1.17234 2.85225 -0.35700  0.949
S 3.95026 4.05859 1.12495  1.061
O 5.15737 3.16377 1.16937  -0.760
O 2.77728 3.50605 1.88599  -0.746
O 4.27104 5.40408 1.55386  -0.767
O 3.63374 4.44192 -0.25439  -0.760
S -5.51020 3.62522 -3.91360  1.093
O -5.11650 3.81167 -2.49952  -0.761
O -4.75962 2.50107 -4.49945  -0.771
O -6.97476 3.52908 -4.07127  -0.777
O -5.11588 4.79215 -4.66287  -0.762
C -0.50112 -3.47307 3.12828  -0.883
C -0.53273 -3.94998 1.71418  -0.353
O 0.69713 -3.69564 0.93351  -0.364
C 0.77901 -2.72374 0.04677  0.831
O -0.22778 -2.13958 -0.37647  -0.628
O 2.00090 -2.51141 -0.16250  -0.301
C 2.45713 -1.33212 -0.87483  -0.634
H -1.55016 -3.51219 3.42168  0.289
H -0.06146 -2.47622 3.09524  0.295
H 0.05855 -4.12642 3.79762  0.275
H -1.46805 -3.80926 1.17247  0.383
H -0.53341 -5.03261 1.84074  0.242
H 2.27144 -1.37347 -1.94810  0.282
H 3.51377 -1.07542 -0.79905  0.265
H 1.95651 -0.45465 -0.46552  0.302

***

Record 5
C20H43F3O10P | wB97M-V/def2-TZVPD

## Properties
lowest unoccupied orbital energy = 0.0561 Eh
HOMO = -3.13 eV
energy = -59350.9839 eV
net charge = -1

Last column: Mulliken charge in e.
CARTESIAN COORDINATES (ANGSTROEM)
C -1.21037 0.07259 -1.73108  -0.608
O -0.25058 -0.88529 -2.12792  -0.332
C -0.72635 -2.22277 -2.07220  -1.182
P -0.99305 -2.99630 -0.33576  0.035
C 0.92777 -3.37628 -0.19153  -1.130
O 1.43062 -3.25591 1.18683  -0.260
C 2.03913 -2.16625 1.56181  0.844
F 1.77719 -1.88865 2.85658  -0.323
F 1.78790 -1.06597 0.84627  -0.212
F 3.41856 -2.31295 1.51743  -0.326
H -1.48167 0.69946 -2.58237  0.195
H -2.10470 -0.40809 -1.33752  0.301
H -0.80225 0.69815 -0.94355  0.260
H -0.00637 -2.82712 -2.62810  0.497
H -1.69564 -2.30947 -2.59010  0.441
H -1.19358 -4.29189 -1.06866  -0.061
H -1.14336 -3.67884 0.95932  0.035
H -0.75811 -1.70587 0.34648  -0.172
H -2.45328 -2.73119 -0.37777  0.124
H 1.07474 -4.42817 -0.43365  0.379
H 1.56334 -2.78159 -0.84795  0.488
O -2.07839 3.05710 -1.63357  -0.497
C -3.15592 3.57905 -1.61563  0.789
O -4.23629 2.81723 -1.34236  -0.405
C -5.54390 3.37673 -1.17599  -0.417
C -6.25342 3.59198 -2.49347  -0.851
C -3.34007 5.04584 -1.94884  -1.040
H -5.50113 4.29476 -0.59149  0.373
H -6.07449 2.63859 -0.57682  0.333
H -5.73173 4.31720 -3.11865  0.227
H -7.26170 3.95974 -2.31063  0.221
H -6.30943 2.65245 -3.04511  0.363
H -3.35627 5.14050 -3.03485  0.245
H -2.46959 5.57757 -1.57382  0.338
H -4.24256 5.49816 -1.54757  0.308
O 6.04248 -8.23339 -0.20884  -0.594
C 6.09796 -7.43034 0.68378  0.712
O 4.94649 -7.02456 1.25235  -0.373
C 4.91902 -6.19400 2.42220  -0.812
C 5.09531 -4.72414 2.10984  -0.319
C 7.41417 -6.83884 1.13453  -0.850
H 5.65562 -6.55201 3.14496  0.430
H 3.93490 -6.37370 2.85133  0.358
H 6.07166 -4.53142 1.66246  0.046
H 5.00779 -4.13170 3.02111  0.342
H 4.32909 -4.39639 1.40782  0.209
H 7.67644 -6.02136 0.46351  0.200
H 8.17379 -7.61061 1.04376  0.393
H 7.41815 -6.45356 2.14943  0.262
O -7.33714 6.08213 -1.05966  -0.471
C -8.40210 6.63169 -1.01353  0.762
O -9.48044 5.89497 -0.67296  -0.398
C -10.77854 6.46605 -0.47556  -0.424
C -11.53417 6.64002 -1.77567  -0.981
C -8.56718 8.08670 -1.38401  -1.042
H -10.70403 7.39965 0.08357  0.384
H -11.28647 5.74821 0.16588  0.318
H -11.03443 7.34338 -2.44184  0.271
H -12.53900 7.01349 -1.57619  0.371
H -11.61433 5.68364 -2.29155  0.300
H -8.62848 8.15009 -2.47060  0.260
H -7.67216 8.61236 -1.06296  0.329
H -9.44031 8.57028 -0.95676  0.335
O 9.99658 -4.12210 1.71934  -0.567
C 9.54043 -3.06129 2.04840  0.818
O 8.21045 -2.88029 1.97084  -0.301
C 7.54930 -1.71283 2.48187  -0.192
C 7.59075 -0.55932 1.50206  -1.094
C 10.42989 -1.91960 2.48958  -1.118
H 7.95227 -1.44499 3.45979  0.363
H 6.51962 -2.03332 2.62898  0.156
H 8.61073 -0.22569 1.30897  0.327
H 7.02128 0.28321 1.89448  0.367
H 7.14650 -0.86406 0.55526  0.314
H 10.81142 -1.42828 1.59450  0.269
H 11.27096 -2.34589 3.02963  0.320
H 9.94066 -1.17671 3.11217  0.343

***

Record 6
C3H6NO3 | wB97M-V/def2-TZVPD

## Properties
lowest unoccupied orbital energy = 0.1425 Eh
HOMO = -4.18 eV
relative energy (zero: lowest compared OMol25 entry of this formula, charge and spin) = 153.74 kJ/mol
energy = -10841.9821 eV
net charge = -1

Last column: Mulliken charge in e.
CARTESIAN COORDINATES (ANGSTROEM)
C 0.37869 0.49657 2.12727  -0.717
C -0.64662 0.24045 1.33586  0.162
O -1.94085 0.60961 1.64024  -0.556
H 1.36852 0.33375 1.72940  0.295
H 0.26676 0.95850 3.10321  0.257
H -0.56661 -0.28466 0.39901  0.172
H -2.43739 0.70976 0.82357  0.339
N 0.26682 -1.06868 -2.22934  -0.439
C 0.84378 -0.01750 -1.42705  0.583
O 1.79531 -0.36303 -0.69652  -0.738
O 0.24938 1.07541 -1.51830  -0.722
H -0.36932 -0.77440 -2.94646  0.179
H 0.79153 -1.91577 -2.34090  0.183